No. 1
Here is one molecule with the formula C8H8N4S in a non-equilibrium geometry from the Open Molecules 2025 dataset. Energies are from the ωB97M-V functional and the def2-TZVPD basis.

Geometry (Å):
S1 0.3682 -2.8644 -1.2082
N1 3.1083 -0.9548 -1.4009
N2 2.5426 -0.4744 -0.5816
N3 0.3887 -0.3565 -0.3833
N4 1.7870 -0.0533 0.2302
C1 -2.0384 2.6871 1.0616
C2 -2.3260 1.3664 1.4719
C3 -0.1494 2.0377 -0.3074
C4 -0.3687 0.7608 0.1179
C5 -0.0607 -1.2947 -1.0341
C6 1.9342 -3.4608 -0.4622
C7 -0.9738 3.0065 0.2373
C8 -1.4075 0.4386 1.0085
H1 2.8690 -3.0221 -0.9080
H2 1.8180 -2.9692 0.4917
H3 -1.4117 -0.5878 1.3078
H4 0.5188 2.2461 -1.1404
H5 -2.9760 1.2632 2.3085
H6 -2.6276 3.5160 1.3538
H7 2.0494 -4.5050 -0.3776
H8 -0.8074 3.9688 -0.1528

The value obtained for the largest force on an atom is 4.652 eV/A. The HOMO-LUMO gap comes out at 8.58 eV. For the HOMO energy, the calculation gives -8.52 eV. The energy relative to the best compared isomer or geometry (same formula, charge and spin) comes out at 5.817 eV. The calculation puts the total energy at -25215.3019 eV.



No. 2
Here is a 5-piece molecular cluster, C9H18Br8Cl2 overall in a non-equilibrium geometry from the Open Molecules 2025 dataset. Energies are from the ωB97M-V functional and the def2-TZVPD basis.

Geometry (Å):
Br1 0.9088 1.1368 0.9241
Br2 5.9837 2.4226 0.3197
Br3 -2.7662 1.0521 -2.2059
Br4 -7.4166 1.1178 -1.3536
Br5 2.4040 4.8668 1.9780
Br6 2.1897 -2.5656 2.6709
Br7 -2.6276 -1.7716 1.5039
Br8 1.1553 -5.7282 -0.7504
Cl1 0.5887 0.9311 -2.4514
Cl2 0.7406 -1.7470 -1.3176
C1 0.2782 -0.7407 -2.6755
C2 3.4628 3.4080 1.1869
C3 2.3865 -3.9108 1.2185
C4 4.8246 3.9539 0.8555
C5 -5.5404 1.7295 -1.8010
C6 -1.6342 -0.1647 1.0563
C7 -4.6731 0.4800 -2.1316
C8 -0.3343 -0.0489 1.9599
C9 0.9695 -4.5454 0.8664
H1 2.9405 2.9310 0.3576
H2 2.9554 -3.3424 0.4827
H3 -2.2567 0.7132 1.2292
H4 5.3085 4.4444 1.7000
H5 -4.9857 0.0885 -3.0996
H6 3.6591 2.6947 1.9873
H7 -1.4411 -0.2725 -0.0110
H8 0.3073 -3.7081 0.6463
H9 0.9070 -1.0616 -3.5060
H10 4.6828 4.6127 -0.0012
H11 0.2486 -0.9677 2.0234
H12 3.0874 -4.6621 1.5823
H13 -5.1467 2.1532 -0.8771
H14 -0.5608 0.3346 2.9547
H15 -5.5444 2.4272 -2.6384
H16 -4.6496 -0.2927 -1.3632
H17 -0.7811 -0.8608 -2.9025
H18 0.3695 -5.1073 1.5822

Its expectation value of S² is 0.754. The value obtained for the largest force on an atom is 1.995 eV/A. The HOMO-LUMO gap (spin up / spin down) comes out at 8.70 / 3.30 eV. For the HOMO energy (spin up / spin down), the calculation gives -12.62 / -12.62 eV. The net charge is +1. The calculation puts the total energy at -594999.7689 eV. As for the multiplicity: 2.



No. 3
Here is one molecule with the formula C3H6N2P2 in a non-equilibrium geometry from the Open Molecules 2025 dataset. Energies are from the ωB97M-V functional and the def2-TZVPD basis.

Geometry (Å):
P1 -2.8286 0.8778 -0.3025
P2 -1.2706 -0.8313 0.3829
N1 -1.9374 0.4814 1.0976
N2 -2.4730 -0.8572 -0.8047
C1 1.3460 0.0514 0.7622
C2 2.5929 0.3544 0.5225
C3 0.4447 -0.4214 -0.2432
H1 3.0477 0.1621 -0.5089
H2 -2.4915 -0.9599 -1.7952
H3 0.8933 -1.1625 -0.9669
H4 0.7543 0.4602 1.5186
H5 -1.4756 1.2479 -0.9331
H6 3.3977 0.5971 1.2708

Its SMILES is C=CC=[P@@]12N=[P@@H]1N2. The value obtained for the largest force on an atom is 4.638 eV/A. The HOMO-LUMO gap (spin up / spin down) comes out at 6.72 / 7.03 eV. For the HOMO energy (spin up / spin down), the calculation gives -8.35 / -8.40 eV. The energy relative to the best compared isomer or geometry (same formula, charge and spin) comes out at 3.034 eV. The calculation puts the total energy at -24761.4759 eV.